Entry 1:
{
  "formula": "C38H29IrN6O8S",
  "method": "the ωB97M-V functional and the def2-TZVPD basis",
  "s2": 0.808,
  "multiplicity": 2,
  "charge": 1,
  "orbital_gap_ev": [6.04, 5.23],
  "de_lowest_ev": 0.860,
  "symbols": ["Ir", "C", "C", "C", "C", "C", "C", "N", "C", "C", "C", "C", "C", "C", "N", "N", "C", "C", "C", "C", "C", "N", "H", "H", "H", "H", "H", "H", "H", "H", "H", "H", "H", "H", "H", "O", "C", "O", "C", "C", "C", "C", "C", "C", "O", "N", "O", "O", "N", "O", "O", "H", "H", "O", "S", "C", "C", "C", "C", "C", "C", "C", "C", "C", "C", "C", "C", "C", "C", "H", "H", "H", "H", "H", "H", "H", "H", "H", "H", "H", "H", "H", "H"],
  "positions_angstrom": [[0.0795, 1.4126, -0.2369], [-5.6157, 0.8922, -0.6162], [-4.7490, 0.4326, -1.6012], [-3.4305, 0.8526, -1.6233], [-3.0066, 1.7772, -0.6754], [-3.8617, 2.2388, 0.3215], [-5.1700, 1.7802, 0.3516], [-1.6790, 2.2791, -0.7361], [-1.5187, 3.6231, -0.9412], [-2.5582, 4.5248, -1.2512], [-2.2687, 5.8600, -1.4366], [-0.9619, 6.3418, -1.3446], [0.0914, 5.4743, -1.0866], [-0.1963, 4.1400, -0.9008], [0.7901, 3.1579, -0.6521], [2.0020, 3.4590, -0.6510], [2.7933, 2.3773, -0.2506], [4.1593, 2.5508, -0.2019], [4.9347, 1.4963, 0.2646], [4.3009, 0.3400, 0.6675], [2.9167, 0.2370, 0.5768], [2.1632, 1.2268, 0.1075], [-6.6373, 0.5383, -0.5945], [-5.0986, -0.2738, -2.3415], [-2.7397, 0.4921, -2.3742], [-3.4916, 2.9251, 1.0732], [-5.8398, 2.1205, 1.1302], [-3.5697, 4.1631, -1.3548], [-3.0720, 6.5465, -1.6667], [-0.7648, 7.3947, -1.4896], [1.1133, 5.8203, -1.0323], [4.5810, 3.4952, -0.5121], [6.0101, 1.5922, 0.3228], [4.8526, -0.5027, 1.0602], [2.4000, -0.6581, 0.8718], [0.5055, 0.8513, 3.3872], [-0.3131, 1.0373, 2.5311], [-0.1217, 2.0096, 1.6015], [-1.6181, 0.3287, 2.4620], [-2.4336, 0.3189, 3.5722], [-3.6414, -0.3533, 3.5073], [-3.9965, -1.0769, 2.3915], [-3.1476, -1.1016, 1.3028], [-1.9499, -0.3386, 1.2555], [-1.1902, -0.2464, 0.2042], [-3.5573, -1.9727, 0.2022], [-2.6801, -2.5097, -0.4480], [-4.7463, -2.1352, 0.0186], [-4.5560, -0.3098, 4.6526], [-4.2123, 0.3471, 5.6135], [-5.5987, -0.9234, 4.5608], [-2.1424, 0.8255, 4.4818], [-4.9214, -1.6342, 2.3705], [1.1688, -1.0999, -0.8922], [0.2732, -2.2768, -1.2115], [1.2972, -3.4061, -2.2648], [2.3986, -2.6324, -2.9179], [3.5684, -2.3633, -2.2124], [4.5786, -1.6135, -2.7923], [4.4275, -1.1184, -4.0815], [3.2658, -1.3851, -4.7906], [2.2553, -2.1390, -4.2094], [0.1459, -3.3310, 0.2728], [1.3836, -3.4262, 1.1088], [1.5782, -2.4994, 2.1307], [2.7104, -2.5523, 2.9304], [3.6630, -3.5401, 2.7199], [3.4647, -4.4856, 1.7234], [2.3287, -4.4336, 0.9283], [0.5834, -3.8084, -2.9824], [1.6884, -4.2072, -1.6445], [3.6831, -2.7488, -1.2051], [5.4922, -1.4231, -2.2430], [5.2176, -0.5345, -4.5353], [3.1506, -1.0192, -5.8025], [1.3524, -2.3553, -4.7689], [-0.1919, -4.2911, -0.1213], [-0.6711, -2.8964, 0.8479], [0.8205, -1.7466, 2.3254], [2.8346, -1.8349, 3.7321], [4.5411, -3.5931, 3.3500], [4.1855, -5.2794, 1.5783], [2.1685, -5.2041, 0.1840]],
  "atomic_forces_ev_per_a": [[-1.334, -1.308, 0.469], [-0.012, -0.026, -0.001], [0.001, -0.014, 0.000], [-0.004, 0.012, 0.038], [0.033, -0.027, 0.006], [-0.019, -0.042, -0.012], [0.017, 0.015, 0.013], [0.173, 0.355, 0.066], [0.039, -0.021, -0.099], [-0.010, 0.015, -0.013], [-0.064, -0.036, 0.003], [0.103, -0.001, 0.015], [-0.102, 0.072, -0.033], [0.095, -0.164, -0.037], [0.319, 0.287, -0.380], [-0.046, 0.048, 0.264], [-0.021, -0.006, -0.054], [-0.017, -0.062, 0.019], [-0.009, 0.023, -0.011], [0.024, -0.043, 0.023], [-0.138, 0.019, 0.010], [0.090, -0.019, 0.179], [0.001, -0.002, 0.002], [0.005, -0.008, 0.006], [0.008, -0.014, 0.010], [0.000, 0.017, -0.010], [0.003, -0.005, 0.002], [-0.007, 0.001, 0.008], [-0.004, -0.007, -0.002], [0.003, -0.002, -0.005], [0.005, -0.003, 0.008], [-0.009, 0.007, 0.001], [0.001, -0.005, 0.000], [0.003, 0.004, 0.005], [-0.015, -0.042, 0.005], [-0.083, 0.053, 0.097], [0.145, 0.067, -0.071], [0.210, 0.620, 0.001], [0.056, -0.109, -0.157], [0.012, -0.075, 0.022], [-0.033, 0.040, 0.029], [0.013, -0.015, -0.016], [0.031, 0.047, -0.016], [0.007, 0.088, 0.238], [0.673, -0.020, -0.110], [0.008, 0.024, -0.086], [-0.020, 0.055, -0.059], [0.024, -0.026, 0.036], [0.000, -0.015, 0.023], [0.019, 0.012, 0.008], [-0.011, -0.015, -0.017], [0.007, 0.007, -0.007], [-0.007, 0.006, -0.015], [-0.221, 0.054, -0.122], [-0.004, 0.073, -0.312], [0.014, 0.183, 0.158], [-0.015, -0.035, -0.068], [-0.003, -0.002, -0.007], [-0.005, -0.002, 0.008], [-0.005, 0.023, 0.007], [-0.012, -0.012, -0.005], [0.009, 0.001, 0.013], [-0.016, 0.067, 0.080], [-0.021, -0.008, -0.015], [-0.018, -0.035, 0.034], [0.002, 0.021, 0.031], [0.001, 0.004, -0.011], [0.009, -0.006, -0.006], [0.026, 0.034, -0.025], [0.070, -0.081, -0.040], [0.020, -0.010, -0.013], [-0.005, 0.000, 0.000], [0.008, 0.002, 0.002], [0.010, -0.018, -0.010], [-0.002, 0.010, 0.007], [0.001, 0.006, 0.002], [-0.018, -0.038, 0.046], [0.004, -0.011, -0.112], [0.019, 0.009, -0.025], [-0.007, 0.010, -0.010], [-0.001, 0.002, 0.004], [0.002, -0.001, -0.005], [-0.006, -0.005, 0.001]],
  "lowdin_spin": [0.10, 0.02, 0.00, 0.03, 0.04, 0.03, 0.00, 0.40, 0.01, 0.10, -0.02, 0.13, -0.01, 0.08, -0.02, 0.07, 0.00, 0.02, 0.00, 0.02, 0.00, 0.01, 0.00, 0.00, 0.00, 0.00, 0.00, 0.00, 0.00, 0.01, 0.00, 0.00, 0.00, 0.00, 0.00, 0.00, 0.00, 0.00, 0.00, 0.00, 0.00, 0.00, 0.00, 0.00, 0.00, 0.00, 0.00, 0.00, 0.00, 0.00, 0.00, 0.00, 0.00, 0.01, 0.00, 0.00, 0.00, 0.00, 0.00, 0.00, 0.00, 0.00, 0.00, 0.00, 0.00, 0.00, 0.00, 0.00, 0.00, 0.00, 0.00, 0.00, 0.00, 0.00, 0.00, 0.00, 0.00, 0.00, 0.00, 0.00, 0.00, 0.00, 0.00]
}

Entry 2:
{
  "formula": "C21H39N5O4RuS",
  "method": "the ωB97M-V functional and the def2-TZVPD basis",
  "s2": 0.755,
  "multiplicity": 2,
  "charge": 1,
  "orbital_gap_ev": [8.46, 7.34],
  "de_lowest_ev": 0.000,
  "symbols": ["Ru", "C", "C", "C", "C", "C", "C", "N", "C", "C", "N", "C", "C", "O", "O", "C", "C", "C", "C", "C", "C", "N", "C", "C", "N", "C", "C", "O", "O", "H", "H", "H", "H", "H", "H", "H", "H", "H", "H", "H", "H", "H", "H", "H", "H", "H", "H", "H", "H", "H", "H", "H", "H", "H", "H", "H", "H", "H", "H", "H", "H", "H", "H", "H", "H", "H", "H", "H", "S", "C", "N"],
  "positions_angstrom": [[-1.0081, -1.7957, 0.7484], [2.1643, 1.6734, -2.3232], [1.4587, 0.4176, -2.8236], [0.0886, 0.7302, -3.4669], [-1.0496, 1.5054, -2.7478], [-0.8507, 3.0117, -2.6523], [-2.3398, 1.1931, -3.5031], [-1.1537, 0.9481, -1.3429], [-2.4629, 0.9577, -0.6092], [-2.4118, 1.0387, 0.9174], [-1.5614, 0.0505, 1.6844], [-2.3424, -0.4499, 2.8646], [-1.7519, -1.7343, 3.4291], [-1.9704, -2.0849, 4.5532], [-0.9613, -2.3928, 2.5856], [-0.3707, 0.8386, 2.2452], [0.4076, 1.6355, 1.2100], [0.5997, 0.0573, 3.1300], [1.7327, -0.7855, 2.4978], [2.9645, 0.0970, 2.2434], [2.1477, -1.8361, 3.5339], [1.2662, -1.5422, 1.2531], [2.3312, -1.7822, 0.2314], [2.5073, -0.7543, -0.8843], [1.3568, -0.6377, -1.7827], [1.0030, -1.9646, -2.3301], [-0.1168, -2.4289, -1.4269], [-1.1141, -1.6197, -1.3868], [-0.0443, -3.3294, -0.5653], [2.0731, 2.4596, -3.0719], [3.2267, 1.5031, -2.1605], [1.7385, 2.0508, -1.3902], [2.0665, 0.0285, -3.6552], [-0.3512, -0.2134, -3.7969], [0.2931, 1.2855, -4.3855], [-0.7295, 3.4305, -3.6510], [0.0261, 3.2866, -2.0666], [-1.7272, 3.4846, -2.2052], [-2.2041, 1.4505, -4.5531], [-3.1839, 1.7733, -3.1332], [-2.5884, 0.1321, -3.4464], [-0.9038, -0.0652, -1.4239], [-0.4097, 1.3545, -0.7854], [-2.9803, 0.0517, -0.9099], [-3.0622, 1.8009, -0.9477], [-3.4471, 0.8955, 1.2180], [-2.1358, 2.0423, 1.2370], [-3.3606, -0.6637, 2.5486], [-2.3867, 0.3016, 3.6551], [-0.8485, 1.5671, 2.9095], [0.8942, 0.9790, 0.4848], [1.1917, 2.1845, 1.7287], [-0.1947, 2.3918, 0.7059], [0.0667, -0.5417, 3.8597], [1.0936, 0.8234, 3.7331], [3.1721, 0.6472, 3.1608], [2.8470, 0.8273, 1.4490], [3.8539, -0.4949, 2.0349], [2.4872, -1.3511, 4.4499], [2.9728, -2.4439, 3.1552], [1.3089, -2.4872, 3.7839], [1.1078, -2.4789, 1.6212], [2.1279, -2.7590, -0.1972], [3.2955, -1.8805, 0.7291], [3.4118, -1.0614, -1.4347], [2.7211, 0.2206, -0.4594], [1.8455, -2.6589, -2.3361], [0.6272, -1.8781, -3.3477], [-3.1161, -2.7641, 0.4789], [-4.2743, -1.5461, 0.5509], [-5.0637, -0.7012, 0.5810]],
  "atomic_forces_ev_per_a": [[-0.134, 0.057, -0.428], [-0.007, -0.022, 0.012], [-0.005, -0.029, -0.007], [-0.003, 0.021, -0.054], [-0.075, -0.117, -0.069], [0.031, 0.003, -0.004], [-0.027, 0.010, 0.018], [0.062, -0.184, 0.202], [0.031, -0.010, -0.058], [0.047, -0.106, 0.022], [0.053, 0.074, -0.021], [0.030, 0.049, -0.022], [0.101, 0.027, 0.038], [-0.002, -0.037, -0.003], [-0.034, -0.039, 0.162], [-0.066, -0.039, -0.048], [0.003, -0.034, -0.024], [-0.008, -0.027, -0.015], [0.023, 0.005, -0.028], [0.033, 0.008, 0.025], [0.014, 0.006, -0.014], [-0.016, 0.016, -0.036], [0.014, 0.005, 0.002], [-0.006, 0.000, -0.021], [0.029, -0.014, -0.018], [0.011, 0.008, -0.018], [0.087, -0.056, 0.078], [-0.020, 0.129, 0.329], [-0.036, 0.003, -0.027], [0.008, -0.007, -0.005], [0.001, 0.002, 0.012], [0.006, 0.007, 0.001], [0.008, 0.007, -0.003], [-0.005, 0.021, -0.002], [0.000, 0.010, 0.013], [-0.009, -0.002, 0.001], [-0.003, -0.008, -0.010], [0.001, 0.002, 0.007], [0.017, 0.000, 0.002], [-0.007, 0.004, -0.009], [0.009, 0.002, 0.003], [-0.017, 0.041, -0.034], [-0.079, 0.143, -0.036], [-0.031, -0.020, -0.045], [0.041, 0.062, 0.048], [-0.003, -0.010, -0.034], [-0.012, 0.030, 0.028], [0.006, 0.003, -0.001], [0.007, 0.006, 0.006], [-0.030, -0.013, 0.002], [-0.033, 0.014, 0.027], [-0.002, 0.006, 0.002], [-0.003, 0.025, 0.029], [-0.058, -0.035, 0.021], [0.003, -0.006, 0.004], [0.007, -0.004, 0.002], [0.007, -0.003, 0.019], [-0.003, 0.013, 0.005], [-0.002, 0.000, -0.002], [-0.002, -0.001, 0.005], [-0.007, -0.001, -0.003], [-0.007, 0.002, 0.019], [-0.004, -0.003, 0.001], [-0.011, -0.016, -0.008], [0.001, -0.003, 0.003], [-0.004, 0.013, -0.004], [-0.002, 0.004, -0.010], [0.005, -0.021, 0.005], [0.086, 0.026, 0.032], [-0.039, -0.014, -0.067], [0.027, 0.019, 0.005]],
  "lowdin_spin": [0.87, 0.00, 0.00, 0.00, 0.00, 0.00, 0.00, 0.00, 0.00, 0.00, -0.01, 0.00, 0.00, 0.02, 0.05, 0.00, 0.00, 0.00, 0.00, 0.00, 0.00, 0.00, 0.00, 0.00, 0.00, 0.00, 0.00, 0.02, 0.00, 0.00, 0.00, 0.00, 0.00, 0.00, 0.00, 0.00, 0.00, 0.00, 0.00, 0.00, 0.00, 0.00, 0.00, 0.00, 0.00, 0.00, 0.00, 0.00, 0.00, 0.00, 0.00, 0.00, 0.00, 0.00, 0.00, 0.00, 0.00, 0.00, 0.00, 0.00, 0.00, 0.00, 0.00, 0.00, 0.00, 0.00, 0.00, 0.00, 0.02, 0.01, 0.01]
}